Entry 1:
This record from the Open Molecules 2025 dataset describes a structure of composition C18H22BN3O11P2Sc in a non-equilibrium geometry. The level of theory is ωB97M-V/def2-TZVPD.

The gap between HOMO and LUMO comes out at 7.78 eV. Its net charge is -1. The lowest unoccupied orbital energy comes out at 2.636 eV.

Element x y z (Å)
1 C -0.320 -2.572 1.888
2 C 0.892 -1.944 -4.318
3 O 1.607 0.057 1.464
4 H 2.790 -1.152 0.517
5 Sc 0.011 0.181 -0.238
6 H 0.179 1.604 -3.165
7 H -0.091 3.959 -3.951
8 O -3.369 2.684 0.938
9 C -1.757 2.680 -0.783
10 O 0.984 2.275 0.466
11 O 3.320 -1.209 -0.305
12 N -0.988 1.861 -1.502
13 P 2.061 1.447 1.087
14 C -1.395 4.473 -2.310
15 O 2.703 2.189 2.351
16 C -0.505 -2.239 -3.767
17 C -0.555 -3.525 -2.883
18 H -2.659 4.590 -0.551
19 O -0.809 -1.202 -2.825
20 H -1.363 -3.015 -5.598
21 C -1.321 -0.645 2.621
22 H -1.416 -2.984 5.051
23 B -0.535 -1.639 -1.518
24 O 1.617 0.278 -1.431
25 C 0.518 -4.559 -3.193
26 C -1.757 0.777 2.332
27 O 3.332 1.296 0.100
28 O -2.100 1.488 3.259
29 H -1.541 5.500 -2.620
30 O -0.329 -3.019 -1.562
31 H 2.599 3.143 2.222
32 H -2.101 -0.604 4.603
33 C -1.931 -4.194 -2.882
34 H -2.542 -2.239 -4.515
35 C -0.555 -3.211 3.093
36 H -1.939 -4.979 -2.125
37 C -1.597 -1.207 3.860
38 C -1.210 -2.513 4.099
39 H -0.234 -4.233 3.237
40 H -1.408 -1.251 -5.435
41 H 0.421 -4.923 -4.218
42 H 0.406 -5.402 -2.510
43 P 3.106 0.168 -1.104
44 H -2.699 -3.465 -2.621
45 H -2.165 -4.637 -3.852
46 C -1.524 -2.193 -4.897
47 N -0.697 -1.319 1.658
48 H 0.174 -3.070 1.060
49 C -0.424 2.319 -2.619
50 H 0.873 -0.971 -4.812
51 H 1.213 -2.700 -5.036
52 C -0.591 3.621 -3.054
53 H 1.510 -4.136 -3.048
54 C -2.359 2.158 0.507
55 H 1.610 -1.874 -3.501
56 N -1.680 1.093 1.010
57 C -2.005 3.989 -1.166
58 O 4.099 0.341 -2.162

Entry 2:
This record from the Open Molecules 2025 dataset describes the molecule C18H22ClF2N3O4. The level of theory is ωB97M-V/def2-TZVPD.

The gap between HOMO and LUMO comes out at 9.08 eV. Its net charge is 0. The lowest unoccupied orbital energy comes out at -0.138 eV.

Element x y z (Å)
1 H -2.188 3.395 -5.059
2 H 0.067 0.668 0.479
3 N 1.508 2.788 0.094
4 H -0.253 -6.391 2.713
5 C -0.345 3.679 -3.959
6 H 2.384 3.035 1.962
7 C 0.791 4.596 -6.178
8 O -2.701 -2.973 1.308
9 C 1.582 2.452 1.506
10 C -0.182 -0.548 2.228
11 H -0.552 0.230 2.906
12 C 0.466 3.415 -1.964
13 H -1.503 -4.227 3.798
14 H 1.400 -3.796 1.605
15 H 2.485 4.159 -2.331
16 C 1.497 3.914 -2.684
17 H 1.864 0.805 2.837
18 C -1.595 -2.548 1.618
19 C -0.552 -3.775 3.513
20 H -1.098 4.268 -7.155
21 H 0.264 -4.421 3.840
22 C -2.456 -0.347 1.290
23 H 2.339 2.719 -0.468
24 H 2.771 0.675 1.352
25 H 0.640 2.779 1.947
26 C -0.798 -4.861 1.230
27 N 1.564 4.562 -5.124
28 H -1.859 -5.088 1.319
29 H -0.455 -2.826 4.037
30 C 0.693 0.081 1.152
31 H -3.216 -0.307 2.075
32 C -0.023 -6.059 1.700
33 H 0.408 -1.240 2.817
34 C 0.981 4.097 -4.012
35 F 1.340 -5.811 1.667
36 O -0.667 3.263 -2.710
37 F -0.238 -7.108 0.862
38 H -0.580 -4.707 0.171
39 H -2.068 0.654 1.112
40 O -0.757 2.988 0.013
41 O 0.778 -3.058 1.599
42 N -1.351 -1.219 1.673
43 C 1.796 0.961 1.756
44 H -2.930 -0.718 0.385
45 H 1.120 -0.732 0.565
46 Cl 1.502 5.193 -7.651
47 C 0.331 3.041 -0.527
48 C -0.556 4.195 -6.225
49 C -0.494 -3.566 1.995
50 C -1.156 3.716 -5.079

Ordered ΔE to the lowest compared entry with this formula, charge and spin results: 0.8506, 0.2517; unit eV.